# 1
ORCA calculation (wB97M-V/def2-TZVPD) on CHAlO3 as an isolated structure.

```
6
Properties=species:S:1:pos:R:3:lowdin_charge:R:1
O 0.674 1.078 -0.036 -0.041
C -0.384 0.370 -0.092 -0.690
O -1.548 0.739 0.008 0.186
Al 2.147 0.234 -0.003 1.301
O -0.077 -0.956 -0.120 0.085
H -0.812 -1.465 0.243 0.160
```

Calculated values
Net charge: +1
Relative energy (zero: lowest compared OMol25 entry of this formula, charge and spin) (kJ/mol): 45.1
Multiplicity: 2
DFT total energy (eV): -13784.452
Orbital gap (alpha / beta) (Ha): 0.3442 / 0.2115
Lowest unoccupied orbital energy (alpha / beta) (eV): -6.304 / -9.842

---

# 2
ORCA calculation (wB97M-V/def2-TZVPD) on CHBr2IO2S as an isolated structure.

```
8
Properties=species:S:1:pos:R:3:lowdin_charge:R:1
C -0.686 0.180 0.457 -1.120
O 0.211 1.687 -1.500 -0.591
O 0.419 -2.176 -0.024 -0.836
S 0.626 0.408 -0.983 0.413
Br -1.981 -0.526 -0.723 0.725
Br -0.030 -1.381 1.346 1.008
I 2.627 0.908 0.468 0.412
H -1.188 0.899 0.961 -0.010
```

Calculated values
Net charge: 0
Relative energy (zero: lowest compared OMol25 entry of this formula, charge and spin) (kJ/mol): 401.3
DFT total energy (eV): -164163.427
Orbital gap (Ha): 0.3097
Lowest unoccupied orbital energy (eV): -1.060

---

We obtain largest force on an atom values of 0.138; 0.095 hartree/bohr for the records listed above, in that order.